# 1
The following is a quantum chemistry calculation of C10H19FeN4O5S5Se2 as an isolated structure, from the Open Molecules 2025 dataset.

## Properties
net charge	-2
HOMO energy (spin up / spin down)	-1.283 / -1.683	eV
spin multiplicity	6

Geometry (Å):
Fe 0.1127 0.9152 0.3940
C 0.7509 -0.2574 -4.8994
C 1.8282 0.1670 -3.9724
N 3.0807 0.2984 -4.2576
N 3.6397 0.6883 -3.0618
C 2.7636 0.8009 -2.0407
S 3.0666 1.1968 -0.4627
N 1.5830 0.4707 -2.6540
N 0.3575 0.4339 -2.0112
H 1.1593 -0.3485 -5.9033
H -0.0688 0.4631 -4.8888
H 0.3438 -1.2202 -4.5840
H 4.6216 0.8653 -2.9874
H 0.0554 -0.5346 -1.8900
H -0.3637 0.9383 -2.5241
O -1.8312 -3.7662 3.4497
C -0.6139 -3.1817 3.9327
C -0.0935 -2.1257 2.9525
C 1.2078 -1.5881 3.5518
O 1.0354 -0.9880 4.8344
C -1.1853 -1.0445 2.7832
Se -0.6093 0.8499 2.7166
C 0.2204 -2.8159 1.6213
Se 0.9638 -1.6496 0.2100
H -2.1243 -4.4119 4.0942
H 0.1551 -3.9579 4.0558
H -0.7748 -2.7046 4.9035
H 1.6406 -0.8785 2.8504
H 1.9139 -2.4180 3.6692
H 0.6038 -0.1357 4.6453
H -1.8943 -1.0952 3.6076
H -1.7350 -1.2123 1.8600
H -0.6853 -3.2726 1.2308
H 0.9605 -3.6044 1.7849
S 1.4966 5.8499 -0.5954
C 0.8852 4.3012 -0.8186
S 0.3364 3.3812 0.4920
S 0.7104 3.8619 -2.4276
C -3.0239 3.1053 -1.0169
S -2.8790 1.3715 -1.3945
O -4.1894 0.7885 -1.1975
O -2.3979 1.3049 -2.7802
O -1.8768 0.8683 -0.4331
H -3.9795 3.4461 -1.4144
H -2.1913 3.6241 -1.4891
H -2.9756 3.2211 0.0650

# 2
The following is a quantum chemistry calculation of C37H53F4N3OPPdS as an isolated structure, from the Open Molecules 2025 dataset.

## Properties
net charge	-1
HOMO energy	-2.404	eV

Geometry (Å):
Pd 0.1914 0.3427 1.1099
C 3.8079 3.4070 1.8096
C 2.7985 2.2995 1.4601
N 1.4109 2.5390 1.8299
C 0.8561 3.7466 1.2350
C 0.8255 3.6780 -0.2850
C 1.2020 2.5574 3.2679
C 1.6126 1.2786 4.0068
N 1.0689 0.1002 3.3837
C 0.7728 -0.9441 4.1069
C 0.1334 -2.0654 3.4740
F -0.0560 -1.9774 2.1168
C -0.3271 -3.1663 4.1409
F -0.9508 -4.1665 3.4562
C -0.1887 -3.3065 5.5179
C 0.4831 -2.2820 6.1661
F 0.6594 -2.3862 7.5171
C 0.9763 -1.1765 5.5170
F 1.7015 -0.2965 6.2888
H 4.8070 3.0655 1.5491
H 3.7974 3.6397 2.8721
H 3.6054 4.3238 1.2583
H 3.1033 1.3783 1.9589
H 2.8384 2.1210 0.3831
H 1.3973 4.6509 1.5681
H -0.1689 3.8425 1.6033
H 1.7986 3.8834 -0.7278
H 0.1156 4.4029 -0.6809
H 0.5040 2.6781 -0.5654
H 0.1295 2.6902 3.4389
H 1.7271 3.4096 3.7443
H 1.2413 1.4259 5.0311
H 2.7122 1.2119 4.0667
H -0.5661 -4.1604 6.0494
S -3.6683 3.2955 0.7696
C -2.2759 2.2362 0.5463
N -1.8600 1.6377 1.5896
C -2.5931 1.9464 2.6967
C -2.4016 1.4447 3.9795
C -3.2758 1.8169 4.9776
C -4.3329 2.6894 4.7206
C -4.5325 3.2161 3.4581
C -3.6588 2.8444 2.4517
H -1.8545 2.1200 -0.4335
H -1.5782 0.7689 4.1512
H -3.1363 1.4287 5.9750
H -5.0167 2.9460 5.5159
H -5.3551 3.8868 3.2483
O -0.1409 0.9250 -1.3468
P 0.1332 -0.4688 -1.7489
C -1.1497 -1.6473 -1.1083
C -2.3584 -0.8833 -0.5717
C -3.4938 -1.8665 -0.3286
C -4.0047 -2.4301 -1.6634
C -2.8837 -2.4807 -2.7113
C -1.5483 -2.7899 -2.0414
C 1.6460 -1.0923 -0.8654
C 2.9463 -0.4400 -1.3199
C 3.5750 -1.1301 -2.5326
C 3.7903 -2.6191 -2.2811
C 2.4650 -3.2697 -1.9101
C 1.8605 -2.5917 -0.6854
C 0.2624 -0.2897 -3.6243
C 0.2904 -1.4563 -4.5991
C 0.7405 -0.9741 -5.9902
C 0.3622 0.4895 -6.2369
C -0.9666 0.8124 -5.5635
C -0.8641 0.6655 -4.0382
H -0.6541 -2.0547 -0.2199
H -2.6901 -0.1044 -1.2629
H -2.0464 -0.4139 0.3685
H -4.3058 -1.3713 0.2076
H -3.1297 -2.6727 0.3133
H -4.8219 -1.8072 -2.0353
H -4.4125 -3.4324 -1.5119
H -2.8116 -1.5162 -3.2209
H -3.1136 -3.2371 -3.4681
H -0.7702 -2.9557 -2.7862
H -1.6549 -3.7153 -1.4701
H 1.3435 -0.6320 0.1475
H 3.6570 -0.4818 -0.4886
H 2.7625 0.6131 -1.5502
H 4.5300 -0.6507 -2.7686
H 2.9246 -1.0154 -3.4013
H 4.5049 -2.7630 -1.4672
H 4.2075 -3.0919 -3.1756
H 2.6061 -4.3376 -1.7134
H 1.7724 -3.1829 -2.7497
H 2.5424 -2.7232 0.1596
H 0.9372 -3.1049 -0.4248
H 1.2107 0.2592 -3.7036
H -0.7109 -1.8812 -4.6763
H 0.9633 -2.2454 -4.2627
H 0.2729 -1.6035 -6.7518
H 1.8216 -1.0901 -6.0948
H 0.2947 0.6785 -7.3112
H 1.1327 1.1522 -5.8409
H -1.7279 0.1345 -5.9540
H -1.2769 1.8293 -5.8170
H -1.8151 0.2979 -3.6439
H -0.6840 1.6345 -3.5743

# 3
The following is a quantum chemistry calculation of one molecule with the formula C15H31NO5, from the Open Molecules 2025 dataset.

## Properties
structure (SMILES)	CCOCCCCCN(CCOCC)C(=O)OCOCC
HOMO energy	-9.313	eV

Geometry (Å):
C -5.0277 2.5731 2.4068
C -4.5870 2.9168 0.9917
O -3.5826 2.0154 0.5336
C -2.6015 2.7221 -0.2243
C -1.6357 1.7564 -0.9176
C -2.2256 0.3624 -1.1557
C -1.1008 -0.5930 -1.6258
C -1.0098 -1.9237 -0.8366
N 0.3717 -2.1664 -0.3866
C 1.2601 -2.7282 -1.4064
C 2.4143 -1.7646 -1.7395
O 3.6472 -2.4553 -1.7280
C 4.7266 -1.5804 -1.4521
C 4.9221 -0.5009 -2.4970
C 0.4527 -2.8019 0.8344
O 0.8785 -3.8808 1.0449
O -0.0904 -2.0631 1.8734
C 0.8569 -1.6655 2.8563
O 0.9355 -0.2747 2.9996
C 1.0535 0.4134 1.7738
C 1.5101 1.8314 2.0157
H -5.2984 3.4842 2.9280
H -4.2441 2.0842 2.9696
H -5.9266 1.9668 2.3576
H -5.4195 2.9423 0.2903
H -4.1599 3.9171 1.0287
H -3.1004 3.3631 -0.9489
H -2.0233 3.3086 0.4894
H -1.4099 2.1633 -1.8976
H -0.7457 1.6636 -0.3139
H -2.7316 -0.0155 -0.2783
H -2.9387 0.4373 -1.9696
H -0.1537 -0.0841 -1.4833
H -1.1551 -0.8085 -2.6876
H -1.3238 -2.7327 -1.4969
H -1.6868 -1.9284 0.0080
H 1.6154 -3.7301 -1.1949
H 0.6767 -2.8016 -2.3187
H 2.2240 -1.3237 -2.7158
H 2.3967 -0.9675 -0.9953
H 4.6114 -1.1452 -0.4556
H 5.6261 -2.1854 -1.4181
H 5.8402 0.0431 -2.3120
H 4.9655 -0.9450 -3.4843
H 4.1258 0.2369 -2.4978
H 1.8526 -2.0505 2.6261
H 0.5204 -2.0382 3.8110
H 0.0700 0.4754 1.3197
H 1.7540 -0.0779 1.1010
H 1.6109 2.3459 1.0668
H 0.7764 2.3467 2.6207
H 2.4832 1.8636 2.4905

# 4
The following is a quantum chemistry calculation of a 4-piece molecular cluster, C16H21IO8 overall, from the Open Molecules 2025 dataset.

## Properties
structure (SMILES)	C#C[C@@H](I)OC=O.O=C1CCCO1.O=C1CCCO1.O=C1CCCO1
HOMO energy	-8.968	eV

Geometry (Å):
C -0.4521 -0.7062 -1.0708
C 0.3129 0.1769 -0.8073
C 1.2338 1.2465 -0.4813
I 0.6285 2.1898 1.3448
O 2.5691 0.7764 -0.2585
C 3.2242 0.4282 -1.4069
O 3.3111 -0.6822 -1.8074
H -0.9947 -1.5997 -1.2710
H 1.2168 2.0177 -1.2507
H 3.6813 1.2810 -1.9251
O 1.9820 3.4464 5.9374
C 2.7517 2.6438 5.5001
C 3.8586 1.9050 6.2341
C 4.7167 1.3589 5.0926
C 3.6859 1.1999 3.9785
O 2.7240 2.2413 4.2089
H 3.4001 1.1100 6.8241
H 4.3877 2.5832 6.8971
H 5.2381 0.4327 5.3238
H 5.4600 2.1028 4.8036
H 3.1677 0.2400 4.0224
H 4.0971 1.3303 2.9810
O -2.7251 -2.9256 1.3933
C -2.8081 -3.6497 0.4513
C -3.5176 -4.9875 0.3438
C -2.9363 -5.5841 -0.9373
C -2.5966 -4.3310 -1.7376
O -2.2563 -3.3360 -0.7559
H -4.5885 -4.7957 0.2623
H -3.3270 -5.5831 1.2314
H -3.6083 -6.2554 -1.4669
H -2.0225 -6.1322 -0.7066
H -3.4471 -3.9649 -2.3168
H -1.7453 -4.4622 -2.4010
O 0.2303 3.3035 -2.8272
C -0.7778 2.8571 -3.2981
C -1.8979 3.6065 -3.9947
C -3.0362 2.5851 -3.9890
C -2.2680 1.2663 -3.9963
O -1.0514 1.5382 -3.2839
H -1.5640 3.8519 -5.0041
H -2.1271 4.5238 -3.4606
H -3.7302 2.6783 -4.8213
H -3.6039 2.6742 -3.0625
H -2.0080 0.9404 -5.0057
H -2.7876 0.4592 -3.4858

# 5
The following is a quantum chemistry calculation of C24H27BiCl2O3P2 as an isolated structure, from the Open Molecules 2025 dataset.

## Properties
net charge	+2
HOMO energy	-14.086	eV

Geometry (Å):
C 2.7062 -5.2216 -5.1866
C 2.0924 -4.2113 -4.2552
H 3.6548 -5.5740 -4.7634
H 2.9062 -4.7798 -6.1770
H 2.0381 -6.0912 -5.3110
O 2.5121 -3.8637 -3.1688
Cl 0.6005 -3.5427 -4.8988
Bi -0.1050 -1.6374 -0.7277
P -1.1002 -3.8433 0.2419
C -0.7625 -4.3254 1.9618
C -2.8952 -3.5552 0.1910
H -0.9821 -5.0887 -1.8336
H -1.4161 -6.1566 -0.4635
H 0.2719 -5.6112 -0.6860
C -0.7821 -5.3145 -0.7781
H -3.1869 -3.2452 -0.8211
H -3.4204 -4.4798 0.4709
H -1.3679 -5.2112 2.2177
H -1.0296 -3.5039 2.6422
H -3.1560 -2.7562 0.9003
H 0.3015 -4.5652 2.0962
C 1.4217 -1.8031 1.4968
O 1.7000 -1.5091 2.5694
Cl -1.6636 -1.8397 -2.6956
O -0.7226 0.1226 1.0057
P -0.2721 1.5982 0.7569
C 1.5405 1.7661 1.0102
C 2.0734 2.6037 2.0153
C 3.4474 2.7216 2.2005
C 4.3231 1.9455 1.4495
C 3.8065 1.0668 0.4948
C 2.4404 1.0117 0.2398
C -1.1255 2.2301 -0.7145
C -0.8322 1.7156 -1.9899
C -1.4267 2.2808 -3.1217
C -2.2066 3.4411 -3.0283
C -2.5349 3.9216 -1.7630
C -2.0869 3.2538 -0.6277
C -0.8028 2.8388 1.9427
C -0.5576 4.2155 1.7053
C -0.8663 5.1636 2.6804
C -1.3683 4.7228 3.9134
C -1.6007 3.3639 4.1591
C -1.3413 2.4166 3.1603
H 1.4408 3.2220 2.6598
H 3.8188 3.4480 2.9246
H 5.3965 2.0429 1.6137
H 4.4964 0.4424 -0.0693
H 2.0903 0.3822 -0.5893
H -0.1298 0.8776 -2.1210
H -1.2491 1.8382 -4.1015
H -2.5307 3.9894 -3.9171
H -3.1350 4.8225 -1.6461
H -2.4599 3.6190 0.3278
H -0.1351 4.5641 0.7604
H -0.7241 6.2353 2.4867
H -1.5734 5.4545 4.6972
H -1.9830 3.0334 5.1329
H -1.5472 1.3579 3.3302

# 6
The following is a quantum chemistry calculation of a 2-piece molecular cluster, C20H30BrF10N2O7P overall, from the Open Molecules 2025 dataset.

## Properties
HOMO energy	-7.154	eV

Geometry (Å):
C 5.4171 3.5960 0.6585
C 4.2661 2.9542 -0.1533
C 3.3412 2.1047 0.7170
O 2.0994 1.7746 0.0874
C 2.1232 0.5532 -0.5660
N 1.4781 0.5928 -1.8960
C -0.0320 0.7422 -1.8008
C -0.3532 2.2458 -1.9095
C -1.8108 2.5991 -2.1983
F -1.8165 3.9642 -2.5157
C -0.6455 -0.0486 -0.6014
C -1.0631 0.7685 0.6443
C -2.5875 0.7373 1.0005
N -2.8708 -0.4902 1.7510
C -2.8159 -0.3141 3.2094
C -4.1475 0.1540 3.8389
C -4.0772 -1.1438 1.3378
C -4.0514 -2.6741 1.4038
O -5.0388 -0.5924 0.9245
P -2.0729 -1.0969 -1.3302
O -2.6336 -0.1358 -2.4904
Br -0.9982 -2.8148 -2.3346
O 0.2610 -1.0862 -0.1465
C 1.5302 -0.6299 0.2424
C 2.4658 -1.8747 0.1434
F 1.7457 -2.9012 0.5917
F 2.7834 -2.0538 -1.1542
C 3.7136 -1.7972 1.0444
F 4.7008 -1.0765 0.4731
F 3.4555 -1.2142 2.2180
C 4.3671 -3.1923 1.3977
F 3.6772 -3.8479 2.3083
F 5.5435 -2.8752 1.9711
C 4.7237 -4.0816 0.1764
F 5.4725 -5.0803 0.6476
F 5.4397 -3.4556 -0.7356
F 3.6696 -4.6365 -0.3886
H 5.1007 3.9048 1.6623
H 5.7886 4.4920 0.1497
H 6.2773 2.9217 0.7468
H 4.7372 2.3849 -0.9687
H 3.7071 3.7773 -0.6180
H 3.1038 2.6730 1.6238
H 3.9111 1.2308 1.0631
H 3.1833 0.3087 -0.7464
H 1.6670 -0.2651 -2.4278
H 1.9029 1.3582 -2.4288
H -0.3958 0.2796 -2.7309
H 0.2294 2.6425 -2.7593
H 0.0067 2.7888 -1.0276
H -2.4924 2.4811 -1.3512
H -2.2140 2.0942 -3.0790
H -0.7756 1.8268 0.6280
H -0.5861 0.3455 1.5370
H -3.2535 0.9259 0.1521
H -2.7265 1.5866 1.6935
H -2.0438 0.4372 3.4312
H -2.4778 -1.2405 3.6959
H -4.0361 0.5375 4.8573
H -4.8391 -0.6992 3.8916
H -4.6342 0.8728 3.1679
H -4.1242 -3.0994 0.3983
H -4.8308 -3.0631 2.0670
H -3.0937 -3.0380 1.8070
H -3.4986 -0.4947 -2.8063
H 1.4682 -0.3114 1.2955
C -5.7124 -0.4749 -3.8210
O -5.7387 0.1808 -2.7487
O -6.7910 -0.1892 -4.6490
O -4.8799 -1.3019 -4.2212
H -7.1978 0.4538 -4.0502

# 7
The following is a quantum chemistry calculation of C35H43ClN2PdSi2 as an isolated structure, from the Open Molecules 2025 dataset.

## Properties
HOMO energy (spin up / spin down)	-5.463 / -7.593	eV
spin multiplicity	3

Geometry (Å):
C -1.0519 5.6142 0.9583
C -0.7201 4.7332 2.0161
C 0.4629 4.0466 1.6607
H -1.2739 4.6082 2.9319
C 0.8670 4.5000 0.3827
C -0.0691 5.4664 -0.0478
H -0.0411 5.9972 -0.9846
H -1.8978 6.2810 0.9275
H 0.9781 3.3134 2.2560
H 1.7191 4.1402 -0.1681
Pd -1.1577 3.4759 0.1681
Si 0.7846 -5.2922 -2.2738
C 0.3157 -6.0387 -0.6226
C -0.0399 -7.3848 -0.5144
H -0.0263 -8.0179 -1.3936
C -0.4059 -7.9322 0.7074
H -0.6763 -8.9781 0.7716
C -0.4198 -7.1394 1.8458
H -0.7027 -7.5646 2.8001
C -0.0648 -5.8000 1.7584
H -0.0704 -5.1794 2.6451
C 0.2996 -5.2569 0.5359
H 0.5858 -4.2132 0.4854
C 2.6103 -4.8822 -2.3203
C 3.4485 -5.2347 -1.2588
H 3.0352 -5.7271 -0.3869
C 4.8052 -4.9512 -1.2963
H 5.4384 -5.2308 -0.4642
C 5.3506 -4.3070 -2.3987
H 6.4091 -4.0840 -2.4280
C 4.5335 -3.9458 -3.4601
H 4.9529 -3.4384 -4.3190
C 3.1759 -4.2307 -3.4185
H 2.5488 -3.9355 -4.2514
H 0.0316 -4.0367 -2.5425
Si -0.2771 1.1559 0.2403
C 1.5735 1.0502 -0.1483
C 2.4636 0.5098 0.7832
H 2.0783 0.0095 1.6633
C 3.8378 0.5828 0.5963
H 4.5056 0.1504 1.3312
C 4.3554 1.1932 -0.5366
H 5.4262 1.2484 -0.6864
C 3.4875 1.7323 -1.4783
H 3.8823 2.2008 -2.3714
C 2.1173 1.6641 -1.2799
H 1.4561 2.0833 -2.0275
C -0.4587 0.1996 1.8726
C -0.3965 0.8819 3.0885
H -0.2905 1.9605 3.0831
C -0.4842 0.2129 4.3026
H -0.4323 0.7657 5.2326
C -0.6414 -1.1652 4.3214
H -0.7138 -1.6929 5.2639
C -0.7047 -1.8644 3.1224
H -0.8269 -2.9402 3.1305
C -0.6100 -1.1882 1.9152
H -0.6615 -1.7450 0.9882
H 0.4141 -6.2700 -3.3332
Cl -1.1313 -0.2625 -1.2013
C -3.3812 1.6138 1.0471
N -3.1844 3.0327 0.6748
C -3.6220 3.8194 1.8504
C -4.0930 3.3318 -0.4612
C -3.4029 4.2623 -1.4165
N -2.0501 3.7600 -1.7148
C -2.0828 2.4936 -2.4696
C -1.4063 4.7508 -2.6088
H -2.7870 1.3533 1.9420
H -4.4465 1.4038 1.2970
H -3.1175 0.9344 0.2190
H -4.6909 3.6272 2.0969
H -3.0628 3.5203 2.7603
H -3.5267 4.9054 1.6702
H -4.3693 2.4175 -1.0287
H -5.0773 3.7501 -0.1464
H -4.0203 4.4030 -2.3332
H -3.3220 5.2431 -0.8966
H -2.6448 2.6018 -3.4249
H -1.0492 2.1593 -2.7005
H -2.5855 1.7027 -1.9049
H -1.5949 5.7952 -2.2818
H -0.3232 4.5359 -2.7189
H -1.8635 4.7347 -3.6248

# 8
The following is a quantum chemistry calculation of a 2-piece molecular cluster, C4H7NO2 overall, from the Open Molecules 2025 dataset.

## Properties
HOMO energy	-9.542	eV

Geometry (Å):
N 0.8498 -1.3340 1.8963
C -0.0135 -1.7301 0.9252
O 0.1269 -2.6779 0.1799
C -0.0937 1.4145 0.5163
C 0.2337 1.5856 -0.8514
C -0.6038 0.5876 -1.6261
O -0.7493 1.9484 -1.8466
H 1.7589 -1.7752 1.8927
H 0.8135 -0.3491 2.1327
H -1.1700 1.6534 0.6115
H -0.9155 -1.0871 0.9004
H 1.2588 1.6836 -1.2007
H -1.4463 0.0720 -1.1658
H -0.0496 0.0085 -2.3643

Number 1: electronic energy -9045.29671 hartree. Number 2: electronic energy -2948.10232 hartree. Number 3: electronic energy -1021.02264 hartree. Number 4: electronic energy -1521.82558 hartree. Number 5: electronic energy -2973.65457 hartree. Number 6: electronic energy -5330.27172 hartree. Number 7: electronic energy -2636.00715 hartree. Number 8: electronic energy -361.67800 hartree.